C4H8O2 | ωB97M-V/def2-TZVPD

```
14
Properties=species:S:1:pos:R:3:forces:R:3
C 0.6515 -1.7662 -0.2535 0.04 -0.02 0.04
C 0.4300 -0.3424 -0.7132 -0.03 -0.26 -0.18
O -0.9719 -0.0512 -0.7442 -0.05 -0.03 0.18
C -1.1807 0.7664 0.3860 -0.14 -0.55 1.47
C 0.0757 1.6158 0.3907 -0.19 0.12 0.28
O 1.0248 0.5700 0.1945 0.11 0.07 -0.07
H 1.7149 -1.9774 -0.1095 -0.12 0.08 -0.04
H 0.2465 -2.4595 -0.9973 0.07 0.12 0.11
H 0.1264 -1.9149 0.6946 0.10 -0.02 -0.10
H 0.8292 -0.1711 -1.7240 -0.16 -0.02 0.11
H -2.2010 1.0777 0.5565 -0.30 1.15 -1.47
H -1.1815 0.2098 1.3540 0.92 -0.44 -0.45
H 0.2351 2.0703 1.3665 0.24 0.03 -0.02
H 0.2010 2.3730 -0.4010 -0.48 -0.22 0.15
```
Forces are in eV/Å.

For the LUMO energy, the calculation gives 1.0825 eV. Its charge is 0. As for the HOMO-LUMO gap: 10.82 eV. The highest occupied orbital energy is -9.7 eV. As for the multiplicity: 1. The value obtained for the energy above the lowest of the compared OMol25 structures with the same formula, charge and spin is 38.65 kcal/mol.

These are the natural (NBO) partial charges, in e, on atoms 1 to 5: -0.64, 0.37, -0.52, -0.12, -0.10